A structure of composition C44H71F2N3O6PTl in a non-equilibrium geometry, computed with ωB97M-V with the def2-TZVPD basis set.

The largest force on an atom is 3.79 eV/Å. The total charge is -2. The value obtained for the energy relative to the best compared isomer or geometry (same formula, charge and spin) is 34.16 kcal/mol. The gap between HOMO and LUMO comes out at 5.78 eV. The value obtained for the total energy is -82956.307 eV. The HOMO energy is -0.068 Ha.

Last column: Mulliken charge in e.
Atoms and positions in Å:
Tl 12.7602 13.1039 10.9429  1.2152
C 12.4368 13.9079 14.9277  -1.0568
C 13.9848 13.6886 14.7167  2.2812
C 14.8395 14.6517 15.5916  -1.6681
C 14.4021 12.2156 14.9221  -0.2433
C 14.1002 11.6301 16.1056  0.3447
C 14.5217 10.3414 16.3565  -1.6832
C 15.1963 9.6178 15.3521  -0.4756
C 15.4959 10.2105 14.1229  0.7966
C 16.2942 9.4722 13.0622  1.0757
C 17.0697 8.2562 13.5262  -1.9709
C 15.3941 8.9877 11.8771  -1.2499
C 15.0528 11.5361 13.8818  -0.3001
N 15.3812 12.0876 12.6578  0.3622
C 16.5546 12.7064 12.5404  0.4707
C 17.6595 12.9712 13.4912  -0.7519
C 18.8235 13.5652 13.0378  -0.7912
C 19.0910 13.9964 11.7549  -0.9679
C 18.0172 13.8857 10.8495  -0.0018
C 16.9014 13.2060 11.2731  0.2293
F 15.9140 13.1200 10.3264  -0.4452
H 12.1711 14.9374 14.7803  0.2363
H 12.1133 13.6710 15.9331  0.3885
H 11.7701 13.3650 14.2367  -0.0377
H 14.2431 13.9565 13.6972  -1.0910
H 14.7822 14.4847 16.6988  0.2860
H 14.4624 15.6925 15.4267  0.3921
H 15.8573 14.6853 15.1587  0.3530
H 13.4847 12.2431 16.8629  0.1256
H 14.3806 9.9565 17.3282  0.4412
H 15.6819 8.6790 15.6146  0.3261
H 17.0007 10.1864 12.7032  0.0419
H 16.3673 7.4715 13.8014  0.3794
H 17.7220 8.4547 14.4144  0.3755
H 17.7271 7.9178 12.7155  0.4555
H 14.7814 8.1210 12.2603  0.1881
H 16.0520 8.6526 11.0563  0.4280
H 14.7618 9.8247 11.5637  0.2621
H 17.5203 12.6038 14.4883  0.5270
H 19.5573 13.6288 13.7967  0.3848
H 19.9781 14.4931 11.5158  0.4340
H 17.9971 14.2744 9.8069  0.2597
O 10.8327 17.3385 13.2479  -0.6616
H 10.6309 17.4942 14.1506  0.3043
H 10.8691 16.3785 13.1775  0.1772
O 8.8463 14.2569 11.1418  -0.6787
H 8.7682 13.3255 10.9666  0.3729
H 9.7020 14.4867 11.5827  0.1614
O 5.4664 10.6666 10.3244  -0.6804
H 5.6126 9.8210 9.9773  0.2777
H 6.2378 11.1932 10.0687  0.4031
F 11.4472 15.0422 11.7569  -0.6156
C 9.5406 16.1215 8.3006  -1.1766
C 10.0887 17.3468 9.0590  -0.9740
C 11.4839 17.1996 9.4752  -0.9637
C 12.3888 16.8895 8.2998  0.8265
C 11.9322 15.5712 7.6207  -1.2204
C 10.6173 15.0220 8.2451  0.1008
P 14.1584 16.6967 8.8333  -0.0322
C 14.9219 17.1543 7.2102  0.2213
C 16.2532 16.3222 6.9676  -1.1176
C 16.7068 16.3878 5.5503  -1.1153
C 16.6999 17.8499 5.0785  -0.5555
C 16.4016 18.8863 6.1611  -0.8455
C 14.9992 18.6391 6.7409  -1.1460
C 14.3889 18.1542 10.0429  -0.2232
C 15.8097 18.6032 10.0216  -1.2619
C 16.8507 17.4863 10.4754  -0.1101
C 16.4036 16.9053 11.8300  -1.2173
C 14.9603 16.5977 11.9139  1.6552
C 14.0253 17.6982 11.4391  -0.6607
H 9.1574 16.2658 7.3493  0.5030
H 8.7102 15.6824 8.9624  0.3231
H 9.4673 17.3817 10.0557  0.2177
H 10.0059 18.3371 8.4505  0.2963
H 11.4905 16.4082 10.2239  0.0544
H 11.8426 18.0657 10.0142  0.8014
H 12.1957 17.8340 7.7156  0.3269
H 12.8191 14.9355 7.7522  0.5375
H 11.7587 15.6958 6.5490  0.1959
H 10.8564 14.6813 9.3386  -0.5330
H 10.3111 14.0900 7.7753  0.6154
H 14.2084 16.6686 6.5809  0.7381
H 16.0450 15.3185 7.3541  0.6498
H 17.0278 16.7604 7.5500  0.1954
H 16.0079 15.7929 5.0010  0.3585
H 17.5970 15.8085 5.3161  0.4636
H 15.9187 17.9490 4.2999  0.3132
H 17.6807 18.0233 4.5742  0.3207
H 16.3277 19.8863 5.7115  0.3920
H 17.1200 18.7756 6.9551  0.3184
H 14.3303 18.8193 5.9369  0.4981
H 14.6882 19.2687 7.5598  0.3261
H 13.6909 18.9326 9.7089  1.2353
H 16.0667 19.4727 10.6860  0.5569
H 16.1617 18.8455 8.9932  0.0442
H 17.8141 17.9858 10.3797  0.4954
H 16.9440 16.6490 9.6889  -0.3140
H 16.6842 17.7321 12.5186  0.3866
H 16.9183 16.0375 12.0549  0.2124
H 14.7730 16.4475 13.0145  -0.1323
H 14.8025 15.5657 11.4456  -0.9113
H 14.0706 18.5935 12.0520  0.6525
H 12.9520 17.3396 11.3956  -0.4595
C 9.2170 11.8403 14.9453  -1.2146
C 10.0807 10.5976 14.9322  -0.8459
C 10.0465 9.9147 13.5709  2.5498
C 10.9116 8.6166 13.6077  -0.8222
C 10.8811 7.9108 12.2267  -1.1320
C 8.5725 9.6304 13.2959  -0.4781
O 7.8871 8.9561 14.0448  -0.7079
N 8.0811 10.2751 12.1998  0.2449
C 8.8275 10.8479 11.1727  -0.0439
O 8.0645 11.1854 10.2359  -0.8341
N 10.0924 11.1135 11.3412  -0.3226
C 10.6809 10.7777 12.5275  -0.9187
O 11.8517 11.1008 12.8104  -0.0726
H 9.2916 12.3037 15.9583  0.3810
H 8.2054 11.6289 14.6714  0.4924
H 9.5341 12.5644 14.1937  0.0921
H 9.6244 9.8494 15.5774  0.6718
H 11.2276 10.7535 15.1678  -0.1035
H 10.5498 7.9618 14.4095  0.5175
H 11.9697 8.9278 13.8583  0.0562
H 9.8974 7.3811 11.9905  0.2379
H 11.7138 7.2151 12.3526  0.5373
H 11.1386 8.5812 11.3353  0.1711
H 7.1148 10.1940 11.9339  0.2960

Atomic forces in eV per Å
-0.2 0.1 0.4
0.6 -0.4 -0.4
-0.7 -0.3 0.6
-0.6 0.9 -0.4
-0.5 2.1 -1.8
-1.1 0.2 1.8
0.3 -0.2 -1.0
0.4 0.7 0.6
-0.6 -0.6 0.6
-0.8 -0.4 -0.3
0.7 0.2 1.0
0.2 0.0 0.9
1.0 -0.8 0.4
-0.1 0.8 0.1
1.2 0.2 0.8
-2.1 -0.7 -1.9
-0.1 -0.5 0.7
-1.8 -0.1 -0.2
0.2 -0.4 0.0
-0.4 1.0 -1.5
-0.2 -0.1 -0.2
0.1 0.8 -0.2
0.1 -0.3 0.4
0.7 -0.2 0.1
-0.2 0.0 -0.3
0.3 -0.2 -1.0
0.1 -0.6 0.2
-0.2 -0.3 0.7
1.2 -1.2 -1.0
-0.2 -0.8 0.9
-0.4 -0.1 -0.1
0.5 0.6 -0.6
0.1 -0.3 0.0
-0.5 -0.1 -0.6
-0.2 -0.1 0.1
0.4 0.8 -0.6
-0.4 0.1 0.2
0.0 -0.3 -0.1
0.2 0.0 0.5
1.1 0.3 0.6
1.2 0.6 -0.4
0.2 -0.3 0.9
0.1 0.2 -0.8
-0.3 0.3 1.3
0.3 -0.5 -0.8
-0.1 1.2 0.5
0.4 -0.6 0.0
-0.2 -0.5 -0.6
-1.2 1.8 0.8
0.5 -1.8 -0.8
0.5 -0.2 0.1
0.0 -0.5 0.3
0.0 -2.1 3.2
-2.7 1.7 0.5
1.1 -0.9 1.1
-0.6 1.3 0.2
-0.2 0.2 0.0
1.5 -0.4 2.1
-0.3 0.3 0.5
1.1 -0.3 -0.2
-1.2 0.5 1.0
-0.7 -0.4 -0.4
0.5 -0.1 -1.3
-1.0 0.1 -0.2
1.0 -1.5 0.5
-0.3 -0.4 -1.2
2.8 -0.3 -0.5
-1.4 -0.9 -1.8
1.2 3.1 -0.9
-1.3 -1.4 1.5
-1.6 -1.0 -0.8
-0.7 0.8 -2.0
1.0 0.6 -1.2
1.0 0.6 -1.9
-0.3 -1.5 0.9
0.3 -0.2 0.1
-0.2 0.5 -0.1
0.7 -0.9 -0.4
-0.6 -0.7 -0.2
0.2 0.1 -0.1
-0.5 0.7 -1.8
-0.2 0.1 -0.4
-0.6 -0.5 -0.7
0.3 0.1 -0.2
0.7 0.1 1.0
-1.0 -0.1 -0.8
0.7 0.5 0.5
0.4 0.1 0.2
-0.7 0.3 0.3
0.8 -0.1 0.2
0.5 0.6 0.2
-1.0 0.0 -0.7
0.3 0.6 0.2
0.2 0.2 0.1
-0.7 -0.4 -0.5
-0.4 0.3 0.6
0.3 -0.1 0.8
-0.5 1.1 1.0
-0.2 -0.6 0.3
1.5 -1.6 0.7
-0.1 -0.1 -0.9
-0.2 1.5 0.3
0.0 0.0 0.6
1.4 0.3 0.7
1.2 0.9 0.8
1.8 -0.2 0.0
-0.4 -0.9 0.2
-0.1 0.9 -0.6
0.1 0.0 -0.3
0.4 0.0 -0.2
-0.2 -0.1 -0.1
-0.1 -1.1 1.0
-2.3 0.9 -0.2
1.7 0.2 -0.5
1.8 0.2 0.2
1.3 0.6 -0.5
-0.7 0.5 -0.9
-0.4 -0.1 -0.8
-0.8 -0.3 0.3
0.3 0.2 0.1
0.3 0.0 0.5
-2.4 0.0 -0.2
-0.1 0.0 -0.2
-1.2 -0.3 -0.3
1.3 0.6 0.5
-0.3 -0.5 -0.7
-0.4 -0.7 1.4
-0.4 -0.2 0.3